Density functional theory data (ωB97M-V/def2-TZVPD) for a molecular structure, C17H23N2O8RuS2Si.

Structure (XYZ):
```
54
Properties=species:S:1:pos:R:3:nbo_charge:R:1
Ru 0.166 0.441 0.616 1.29
O 0.695 -0.156 4.628 -0.94
S 0.818 -0.427 3.230 2.42
O 1.873 0.230 2.478 -0.95
O -0.465 -0.135 2.496 -0.91
C 1.085 -2.196 3.079 -0.36
C 1.205 -2.872 4.283 -0.18
C 1.467 -4.235 4.312 -0.20
C 1.614 -4.932 3.129 -0.20
C 1.490 -4.268 1.915 -0.20
C 1.225 -2.908 1.872 -0.24
S 1.072 -2.213 0.226 2.40
O 1.262 -3.290 -0.696 -0.94
O -0.309 -1.635 0.182 -0.97
O 1.992 -1.081 0.128 -0.95
H 1.095 -2.311 5.200 0.25
H 1.560 -4.741 5.263 0.22
H 1.824 -5.993 3.138 0.22
H 1.594 -4.798 0.980 0.25
C 0.881 0.772 -3.721 -0.70
C 0.338 1.275 -2.415 0.72
O 0.813 0.857 -1.355 -0.60
N -0.656 2.170 -2.468 -0.58
C -1.249 2.767 -1.280 -0.29
C -2.248 1.862 -0.605 0.24
C -3.604 2.112 -0.723 -0.24
C -4.524 1.246 -0.152 -0.14
C -4.055 0.131 0.515 -0.24
C -2.690 -0.057 0.619 0.09
N -1.805 0.794 0.084 -0.37
H 1.842 0.301 -3.538 0.26
H 0.987 1.575 -4.449 0.23
H 0.199 0.020 -4.123 0.25
H -1.029 2.407 -3.372 0.41
H -1.751 3.680 -1.590 0.22
H -0.464 3.012 -0.565 0.30
H -3.930 2.989 -1.265 0.22
H -5.585 1.442 -0.231 0.23
H -4.723 -0.584 0.971 0.23
H -2.272 -0.895 1.155 0.26
C 1.101 4.984 1.123 -1.14
Si 1.540 3.254 1.724 1.91
C 1.539 3.297 3.590 -1.15
C 3.221 2.818 1.033 -1.15
O 0.347 2.303 1.089 -1.09
H 1.783 5.731 1.535 0.23
H 0.087 5.253 1.430 0.23
H 1.155 5.051 0.033 0.22
H 2.243 4.055 3.945 0.23
H 1.821 2.338 4.020 0.26
H 0.547 3.560 3.965 0.24
H 3.972 3.541 1.359 0.23
H 3.199 2.831 -0.060 0.23
H 3.536 1.825 1.355 0.26
```

Its net charge is 0. The HOMO-LUMO gap (alpha / beta) comes out at 8.483 / 7.680 eV. As for the multiplicity: 2. As for the expectation value of S²: 0.75. The largest force on an atom is 1.2 eV/Å. As for the total energy: -69495.565 eV. Its HOMO energy (alpha / beta) is -8.75 / -8.45 eV.



Density functional theory data (ωB97M-V/def2-TZVPD) for 7 unconnected molecules or ions with the total composition C35H89BrFO30P8.

Structure (XYZ):
```
164
Properties=species:S:1:pos:R:3:mulliken_charge:R:1
C 4.077 -1.280 4.575 -1.09
C 4.222 -1.047 3.017 -0.29
C 2.796 -1.072 2.389 -0.75
C 2.888 -0.707 0.874 -0.08
O 2.208 -1.651 0.059 -0.04
C 1.710 -1.090 -1.140 0.49
C 2.693 -0.134 -1.910 -0.87
C 4.048 -0.765 -2.304 0.07
O 4.767 -0.160 -2.970 -0.47
Br 4.647 -2.565 -1.790 -0.24
O 0.508 -0.470 -0.693 -0.24
P -0.497 -0.057 -2.033 -0.03
C -1.342 1.380 -1.027 -0.18
F -2.721 1.486 -1.319 -0.32
C -1.072 1.361 0.492 0.37
C -1.964 2.456 1.206 -1.41
P -2.258 -1.331 -1.528 0.30
C -2.095 -2.238 0.107 -0.89
C -2.684 -2.483 -2.929 -1.16
O 0.269 -1.303 -3.012 -0.62
C 1.212 -2.075 -2.275 -0.21
O 0.461 -3.221 -1.902 -0.17
C 1.246 -4.199 -1.230 -0.29
C 0.516 -4.510 0.105 -0.05
O 0.964 -5.744 0.681 -0.45
C 0.475 -5.843 2.004 -0.07
C -1.060 -6.076 2.083 -0.65
H 4.448 -2.294 4.820 0.27
H 3.004 -1.244 4.825 0.33
H 4.632 -0.535 5.167 0.31
H 4.834 -1.838 2.545 0.31
H 4.688 -0.055 2.890 0.24
H 2.282 -2.036 2.557 0.10
H 2.174 -0.306 2.896 0.38
H 2.534 0.332 0.750 0.19
H 3.971 -0.767 0.607 0.21
H 2.236 0.212 -2.855 0.58
H 2.886 0.791 -1.336 0.47
H 0.371 1.014 -2.517 -0.14
H -1.265 0.252 -3.235 0.09
H -0.893 2.324 -1.415 0.39
H -0.032 1.639 0.744 0.02
H -1.316 0.409 0.993 -0.01
H -3.011 2.255 0.926 0.32
H -1.627 3.479 0.969 0.23
H -1.891 2.231 2.292 0.42
H -1.084 -2.232 0.547 -0.03
H -2.771 -1.756 0.844 0.47
H -2.475 -3.275 -0.004 0.37
H -3.633 -3.031 -2.792 0.40
H -1.874 -3.196 -3.183 0.24
H -2.820 -1.842 -3.824 0.32
H 1.922 -2.346 -3.090 0.21
H 2.263 -3.859 -0.975 -0.05
H 1.354 -5.144 -1.802 0.39
H 0.659 -3.682 0.825 0.12
H -0.550 -4.621 -0.175 0.19
H 0.944 -6.694 2.536 0.36
H 0.699 -4.941 2.612 0.13
H -1.643 -5.285 1.572 0.10
H -1.341 -7.025 1.590 0.23
H -1.436 -6.084 3.125 0.24
C -5.983 -6.096 8.848 -0.69
O -4.895 -5.741 7.989 -0.32
P -4.452 -6.877 6.825 1.06
O -4.093 -7.982 7.790 -0.65
O -3.174 -5.978 6.395 -0.20
C -2.249 -5.547 7.386 -0.66
O -4.358 -7.732 5.399 -0.41
C -3.369 -8.745 5.302 -0.51
H -6.431 -5.179 9.229 0.25
H -6.742 -6.661 8.310 0.31
H -5.613 -6.683 9.688 0.27
H -2.183 -6.259 8.211 0.32
H -2.537 -4.565 7.762 0.27
H -1.269 -5.465 6.916 0.25
H -3.724 -9.659 5.778 0.24
H -2.427 -8.428 5.749 0.24
H -3.204 -8.950 4.244 0.25
C 8.180 -7.845 -6.419 -0.64
O 7.822 -7.080 -5.266 -0.21
P 6.880 -7.863 -4.092 1.06
O 5.720 -8.086 -5.043 -0.64
O 6.751 -6.455 -3.291 -0.30
C 6.381 -5.269 -3.993 -0.07
O 6.161 -8.639 -2.788 -0.47
C 4.751 -8.522 -2.641 -0.46
H 9.083 -7.412 -6.849 0.09
H 8.376 -8.884 -6.158 0.35
H 7.380 -7.796 -7.157 0.28
H 5.734 -5.487 -4.844 0.35
H 7.273 -4.740 -4.329 0.24
H 5.841 -4.626 -3.299 -0.30
H 4.247 -9.236 -3.290 0.23
H 4.409 -7.510 -2.856 0.22
H 4.511 -8.764 -1.605 0.23
C -1.454 10.298 1.047 -0.71
O -2.058 9.111 1.568 -0.33
P -2.347 7.868 0.463 0.94
O -3.279 8.649 -0.434 -0.62
O -3.134 7.012 1.592 -0.23
C -4.203 7.613 2.313 -0.67
O -2.154 6.505 -0.470 -0.38
C -3.273 6.071 -1.235 -0.44
H -0.948 10.811 1.865 0.24
H -0.725 10.064 0.274 0.32
H -2.222 10.955 0.641 0.26
H -4.722 8.363 1.714 0.34
H -3.825 8.064 3.231 0.32
H -4.913 6.830 2.581 0.22
H -3.337 6.647 -2.158 0.21
H -4.202 6.157 -0.671 0.21
H -3.118 5.024 -1.495 0.28
C 12.323 -6.042 -6.391 -0.78
O 11.432 -5.344 -5.517 -0.24
P 12.122 -4.188 -4.501 0.95
O 13.039 -5.134 -3.763 -0.64
O 10.708 -3.965 -3.747 -0.28
C 10.009 -5.088 -3.215 -0.36
O 12.698 -2.744 -3.898 -0.44
C 13.142 -2.726 -2.550 -0.49
H 11.750 -6.410 -7.242 0.24
H 13.113 -5.387 -6.756 0.35
H 12.762 -6.891 -5.869 0.31
H 10.693 -5.879 -2.902 0.35
H 9.307 -5.472 -3.954 -0.04
H 9.445 -4.754 -2.344 0.33
H 14.159 -3.112 -2.486 0.22
H 12.480 -3.301 -1.903 0.25
H 13.145 -1.686 -2.221 0.24
C -9.293 11.316 6.046 -0.69
O -8.084 10.554 6.025 -0.31
P -8.142 9.059 5.231 1.05
O -9.207 8.509 6.160 -0.63
O -6.641 8.726 5.757 -0.21
C -6.319 8.904 7.132 -0.66
O -8.059 7.706 4.243 -0.39
C -8.265 6.434 4.840 -0.57
H -9.034 12.366 6.182 0.24
H -9.845 11.207 5.114 0.31
H -9.916 10.996 6.880 0.26
H -7.187 8.742 7.772 0.33
H -5.917 9.905 7.294 0.26
H -5.551 8.176 7.392 0.23
H -9.331 6.238 4.946 0.24
H -7.770 6.362 5.809 0.28
H -7.840 5.686 4.168 0.25
C -6.294 6.174 -7.954 -0.69
O -5.475 7.172 -7.335 -0.33
P -5.633 7.344 -5.666 1.04
O -7.094 7.724 -5.666 -0.66
O -4.662 8.644 -5.679 -0.29
C -4.951 9.725 -6.556 -0.64
O -5.405 7.162 -4.028 -0.27
C -6.120 8.013 -3.146 -0.36
H -5.819 5.873 -8.886 0.24
H -6.402 5.300 -7.315 0.32
H -7.276 6.590 -8.176 0.27
H -6.023 9.820 -6.738 0.33
H -4.422 9.592 -7.500 0.25
H -4.595 10.642 -6.085 0.24
H -7.132 7.633 -3.003 0.24
H -6.152 9.039 -3.511 0.25
H -5.608 7.996 -2.183 0.08
```

Its net charge is -1. The HOMO-LUMO gap comes out at 1.879 eV. As for the multiplicity: 1. The largest force on an atom is 9.1 eV/Å. As for the total energy: -246223.894 eV. Its HOMO energy is -3.16 eV.



Density functional theory data (ωB97M-V/def2-TZVPD) for a single C4H6N2O2S2 molecule.

Structure (XYZ):
```
16
Properties=species:S:1:pos:R:3:nbo_charge:R:1
C -1.588 0.548 -1.020 -0.01
C -1.740 1.868 -1.137 -0.42
C 0.518 1.171 -0.178 0.32
C 0.997 -1.486 1.432 -0.86
N 1.640 0.866 0.310 -0.78
N -0.396 0.164 -0.390 -0.66
O 0.864 -1.925 -1.177 -0.90
O -1.235 -2.067 0.096 -0.94
S -0.239 2.720 -0.745 0.27
S 0.056 -1.503 -0.080 2.31
H -2.203 -0.273 -1.258 0.25
H -2.447 2.598 -1.527 0.25
H 1.991 -1.469 1.120 0.27
H 0.833 -0.546 1.943 0.27
H 0.595 -2.288 2.100 0.26
H 2.354 1.622 0.513 0.38
```

Its net charge is 0. The HOMO-LUMO gap comes out at 9.024 eV. As for the multiplicity: 1. The largest force on an atom is 2.7 eV/Å. As for the total energy: -32989.240 eV. Its HOMO energy is -8.39 eV.



Density functional theory data (ωB97M-V/def2-TZVPD) for 2 unconnected molecules or ions with the total composition C9H19F3O7PS2.

Structure (XYZ):
```
41
Properties=species:S:1:pos:R:3:nbo_charge:R:1
O 2.158 -2.018 3.790 -0.41
C 1.985 -0.809 3.590 0.38
C 1.733 0.155 4.844 -0.65
S -0.032 0.482 5.284 0.39
S -1.361 -1.020 4.631 1.75
O -1.026 -1.693 3.346 -0.77
O -1.597 -2.061 5.699 -0.75
C -3.020 -0.140 4.331 0.81
F -4.027 -0.856 4.971 -0.25
F -2.896 1.175 4.812 -0.31
F -3.263 -0.190 2.941 -0.26
H 1.942 -0.335 2.539 0.19
H 2.373 -0.208 5.731 0.32
H 2.187 1.180 4.560 0.30
H -0.375 1.624 4.531 0.26
O -1.087 0.796 -3.960 -0.89
P -0.373 0.110 -2.792 2.31
O -0.901 1.135 -1.603 -0.79
C -2.233 0.997 -1.131 -0.07
C -2.353 -0.173 -0.174 -0.63
O 1.103 0.830 -3.054 -0.81
C 1.501 1.190 -4.376 -0.07
C 1.240 2.662 -4.635 -0.63
O 0.400 -0.794 -1.560 -0.71
C 1.041 -2.014 -1.958 -0.08
C 2.428 -1.772 -2.529 -0.64
H -2.924 0.885 -1.974 0.19
H -2.489 1.924 -0.613 0.18
H -2.191 -1.119 -0.697 0.21
H -3.344 -0.199 0.285 0.21
H -1.597 -0.108 0.614 0.19
H 1.007 0.557 -5.118 0.19
H 2.575 0.993 -4.460 0.18
H 0.214 2.945 -4.393 0.22
H 1.433 2.910 -5.681 0.22
H 1.889 3.277 -4.006 0.21
H 0.410 -2.550 -2.673 0.18
H 1.126 -2.632 -1.061 0.19
H 2.366 -1.412 -3.559 0.21
H 3.006 -2.699 -2.544 0.22
H 2.970 -1.023 -1.948 0.22
```

Its net charge is +1. The HOMO-LUMO gap comes out at 5.458 eV. As for the multiplicity: 1. The largest force on an atom is 9.8 eV/Å. As for the total energy: -63071.752 eV. Its HOMO energy is -11.96 eV.



Density functional theory data (ωB97M-V/def2-TZVPD) for a molecular structure, C25H19N5O12Ti.

Structure (XYZ):
```
62
Properties=species:S:1:pos:R:3:nbo_charge:R:1
Ti -1.080 0.181 0.245 1.46
O 0.397 1.661 0.280 -0.75
C 0.075 3.000 0.601 -0.07
C -1.366 3.089 1.138 -0.24
N -1.765 1.796 1.693 -0.45
C -3.218 1.623 1.760 -0.35
C -3.524 0.109 1.660 0.80
O -4.450 -0.391 2.264 -0.63
O -2.708 -0.503 0.863 -0.74
C -1.116 1.488 2.979 -0.35
C -0.254 0.187 2.926 0.80
O 0.319 -0.166 3.941 -0.66
O -0.224 -0.389 1.780 -0.71
H 1.261 1.427 0.732 0.56
H 0.163 3.614 -0.303 0.19
H 0.792 3.378 1.337 0.16
H -2.033 3.307 0.306 0.24
H -1.456 3.896 1.879 0.17
H -3.694 2.086 0.892 0.25
H -3.665 2.029 2.673 0.19
H -1.857 1.335 3.767 0.23
H -0.460 2.305 3.294 0.20
O -3.849 1.724 -1.522 -0.64
C -2.916 0.939 -1.514 0.80
O -1.742 1.275 -1.039 -0.75
C -3.027 -0.447 -2.073 -0.29
C -4.076 -0.711 -2.918 -0.03
C -4.232 -1.984 -3.475 -0.09
C -3.354 -2.997 -3.135 -0.11
C -2.294 -2.759 -2.283 -0.10
C -2.076 -1.458 -1.710 0.51
O -1.097 -1.214 -0.909 -0.65
N -1.430 -3.870 -1.979 0.53
O -0.384 -3.672 -1.388 -0.37
O -1.781 -4.985 -2.355 -0.42
N -5.303 -2.242 -4.390 0.53
O -6.028 -1.310 -4.706 -0.40
O -5.441 -3.378 -4.822 -0.41
H -4.791 0.069 -3.132 0.26
H -3.496 -3.985 -3.546 0.27
C 4.382 1.848 3.285 -0.25
C 3.121 1.927 2.701 0.07
N 2.785 1.271 1.607 -0.45
C 3.677 0.441 1.045 0.25
C 4.990 0.305 1.552 -0.10
C 5.333 1.056 2.691 -0.14
C 5.913 -0.572 0.920 -0.19
C 5.533 -1.327 -0.136 -0.18
C 4.215 -1.243 -0.665 -0.10
C 3.794 -2.023 -1.758 -0.14
C 2.545 -1.844 -2.278 -0.23
C 1.715 -0.871 -1.702 0.10
N 2.045 -0.163 -0.647 -0.41
C 3.278 -0.333 -0.113 0.15
H 4.598 2.415 4.179 0.22
H 2.354 2.548 3.148 0.20
H 6.330 0.975 3.104 0.21
H 6.922 -0.638 1.308 0.21
H 6.230 -2.015 -0.599 0.21
H 4.474 -2.750 -2.187 0.21
H 2.191 -2.424 -3.118 0.22
H 0.758 -0.638 -2.146 0.21
```

Its net charge is -1. The HOMO-LUMO gap (alpha / beta) comes out at 4.692 / 7.992 eV. As for the multiplicity: 2. As for the expectation value of S²: 0.75. The largest force on an atom is 3.9 eV/Å. As for the total energy: -81371.424 eV. Its HOMO energy (alpha / beta) is -3.06 / -6.36 eV.



Density functional theory data (ωB97M-V/def2-TZVPD) for 2 unconnected molecules or ions with the total composition C5H14N3O.

Structure (XYZ):
```
23
Properties=species:S:1:pos:R:3:nbo_charge:R:1
C -0.276 1.071 -0.617 -0.42
C 2.609 0.152 -0.562 0.77
C -1.357 -0.747 0.650 0.47
C -2.753 -0.461 0.240 -0.70
C -1.231 -1.740 1.680 -0.69
N -0.338 -0.115 0.222 -0.47
N 2.054 -0.570 -1.531 -0.83
N 3.485 1.128 -0.927 -0.80
O 2.184 -0.039 0.675 -0.71
H 0.715 1.221 -0.891 0.23
H -0.925 1.827 -0.181 0.24
H -2.835 0.571 -0.020 0.25
H -3.412 -0.941 0.980 0.26
H -2.947 -0.952 -0.737 0.27
H -1.408 -1.352 2.798 0.29
H -0.320 -2.301 1.655 0.25
H -1.987 -2.424 1.560 0.24
H 0.686 -0.246 0.448 0.46
H 2.650 -0.716 -2.363 0.41
H 1.487 -1.385 -1.210 0.42
H 3.777 1.773 -0.201 0.43
H 3.837 1.243 -1.860 0.42
H -0.830 0.792 -1.643 0.21
```

Its net charge is +1. The HOMO-LUMO gap comes out at 11.007 eV. As for the multiplicity: 1. The largest force on an atom is 5.9 eV/Å. As for the total energy: -11923.658 eV. Its HOMO energy is -14.26 eV.



> Number 4 is which compound?

C9H19F3O7PS2